# 1
117
Properties=species:S:1:pos:R:3:mulliken_charge:R:1 method="wB97M-V/def2-TZVPD" fmax_ev_per_a=3.07 e_lumo_ev=-0.084 e_homo_ev=-10.15
C -12.997 -2.234 -10.081 -0.490
O -13.036 -0.829 -10.071 -0.492
H -14.018 -2.606 -10.172 0.235
H -12.542 -2.581 -11.009 0.237
H -12.568 -2.598 -9.147 0.217
H -13.416 -0.542 -10.904 0.293
C -5.011 3.113 -8.391 -0.519
O -5.055 1.744 -8.482 -0.496
H -5.622 3.593 -7.627 0.235
H -3.980 3.406 -8.192 0.249
H -5.291 3.554 -9.348 0.224
H -4.839 1.399 -9.351 0.306
C -13.999 13.668 -15.663 -0.550
O -12.965 12.690 -15.465 -0.483
H -14.747 13.758 -14.876 0.253
H -13.579 14.674 -15.676 0.261
H -14.546 13.518 -16.593 0.225
H -12.760 12.677 -14.527 0.295
C -3.339 8.262 -12.422 -0.431
O -2.392 8.918 -11.643 -0.513
H -4.145 7.971 -11.749 0.217
H -3.680 8.915 -13.225 0.217
H -2.912 7.397 -12.928 0.201
H -2.799 9.419 -10.932 0.310
C -9.913 6.974 -13.109 -1.221
C -9.931 5.564 -13.603 0.606
C -10.782 4.665 -12.720 -1.367
O -10.436 5.612 -14.910 -0.553
H -9.574 7.118 -12.083 0.355
H -10.903 7.397 -13.283 0.301
H -9.331 7.608 -13.777 0.321
H -8.922 5.156 -13.667 0.231
H -11.833 4.953 -12.705 0.318
H -10.378 4.592 -11.710 0.363
H -10.929 3.675 -13.152 0.341
H -9.732 5.818 -15.529 0.306
C -6.133 17.367 -12.260 -1.205
C -6.381 16.327 -13.313 0.324
C -6.375 14.925 -12.667 -1.215
O -7.590 16.562 -14.017 -0.532
H -6.964 17.522 -11.571 0.314
H -6.060 18.320 -12.783 0.329
H -5.185 17.330 -11.725 0.366
H -5.585 16.307 -14.058 0.280
H -5.362 14.776 -12.292 0.335
H -6.581 14.090 -13.336 0.341
H -7.153 14.782 -11.918 0.314
H -8.259 16.517 -13.330 0.348
C -4.833 4.704 -19.360 -1.139
C -5.436 5.897 -18.622 0.270
C -4.527 7.071 -18.835 -1.235
O -6.617 6.224 -19.206 -0.550
H -3.780 4.645 -19.084 0.329
H -4.950 4.807 -20.439 0.308
H -5.255 3.732 -19.104 0.302
H -5.529 5.654 -17.564 0.316
H -4.361 7.256 -19.897 0.330
H -3.530 6.925 -18.418 0.363
H -4.961 8.010 -18.493 0.341
H -6.417 6.477 -20.110 0.365
C -10.901 8.443 -4.565 -1.093
C -10.858 8.617 -6.095 0.553
C -11.874 7.733 -6.730 -1.456
O -11.180 9.966 -6.422 -0.535
H -10.234 7.596 -4.405 0.336
H -11.888 8.117 -4.236 0.305
H -10.561 9.377 -4.118 0.342
H -9.901 8.377 -6.559 0.218
H -12.202 7.795 -7.768 0.340
H -12.813 7.921 -6.210 0.345
H -11.677 6.681 -6.528 0.346
H -10.517 10.496 -5.974 0.300
C -6.286 -0.631 -13.923 -1.441
C -4.799 -0.926 -13.758 0.676
C -3.942 0.276 -13.917 -1.278
O -4.522 -1.337 -12.478 -0.521
H -6.507 -0.089 -14.843 0.378
H -6.624 0.166 -13.260 0.381
H -6.951 -1.492 -13.991 0.374
H -4.550 -1.674 -14.511 0.152
H -4.088 0.704 -14.909 0.356
H -2.892 0.015 -13.790 0.307
H -4.264 1.040 -13.209 0.297
H -5.272 -1.853 -12.174 0.321
C -14.343 3.203 -20.400 -1.210
C -13.347 2.081 -20.100 0.367
C -12.036 2.130 -20.851 -1.178
O -12.991 2.197 -18.755 -0.541
H -13.964 4.198 -20.167 0.303
H -15.259 3.158 -19.811 0.325
H -14.649 3.177 -21.446 0.340
H -13.853 1.120 -20.188 0.268
H -12.213 1.867 -21.894 0.344
H -11.388 1.312 -20.533 0.313
H -11.615 3.126 -20.712 0.329
H -12.484 2.994 -18.585 0.339
O -15.032 6.998 -15.611 -0.615
H -14.147 6.794 -15.911 0.309
H -15.382 7.587 -16.280 0.314
O -17.661 3.603 -14.488 -0.635
H -18.335 3.700 -15.161 0.314
H -17.064 4.336 -14.638 0.323
O -9.515 1.317 -7.277 -0.640
H -8.732 1.160 -7.804 0.309
H -10.220 0.885 -7.760 0.328
O -15.466 0.074 -14.205 -0.650
H -16.017 0.847 -14.078 0.330
H -15.000 0.244 -15.024 0.317
O -15.920 8.475 -11.521 -0.627
H -15.849 7.897 -12.281 0.307
H -16.435 7.976 -10.887 0.319
O -12.508 11.553 -10.774 -0.639
H -13.063 10.800 -10.979 0.319
H -12.083 11.321 -9.948 0.315
O -8.997 11.105 -17.639 -0.636
H -9.714 11.382 -17.068 0.322
H -9.430 10.673 -18.376 0.313

***

# 2
133
Properties=species:S:1:pos:R:3:mulliken_charge:R:1 method="wB97M-V/def2-TZVPD" fmax_ev_per_a=2.48 e_lumo_ev=0.244 e_homo_ev=-9.84
C -20.214 -18.154 -9.184 -0.948
C -19.074 -17.176 -9.476 1.376
O -18.385 -16.837 -8.237 -0.701
O -21.293 -17.524 -8.362 -0.519
H -19.831 -19.056 -8.709 0.454
H -20.688 -18.523 -10.098 0.288
H -19.389 -16.208 -9.873 -0.177
H -18.371 -17.522 -10.228 -0.350
H -17.695 -16.267 -8.621 -0.117
H -21.164 -17.984 -7.521 0.303
C -18.538 -16.558 -12.945 0.180
C -18.382 -16.475 -14.478 0.687
O -18.805 -17.705 -15.090 -0.638
O -19.893 -16.907 -12.717 -0.689
H -18.244 -15.681 -12.374 0.270
H -17.959 -17.441 -12.619 -0.219
H -17.323 -16.405 -14.703 -0.364
H -18.963 -15.648 -14.887 -0.043
H -19.723 -17.835 -14.829 0.384
H -20.390 -16.082 -12.808 0.291
C -16.832 -8.696 -8.757 -0.205
C -17.610 -7.771 -7.813 -0.504
O -16.888 -7.527 -6.587 -0.504
O -17.413 -8.974 -10.050 -0.578
H -16.649 -9.663 -8.265 0.217
H -15.818 -8.298 -8.866 0.316
H -18.495 -8.328 -7.526 0.293
H -17.867 -6.846 -8.353 0.265
H -16.043 -7.143 -6.848 0.312
H -16.993 -9.828 -10.344 0.288
C -14.741 -15.797 -9.191 -0.115
C -14.958 -16.514 -7.867 -0.672
O -15.243 -15.621 -6.770 -0.658
O -16.142 -15.604 -9.772 1.029
H -14.149 -16.333 -9.922 0.047
H -14.350 -14.813 -8.933 0.340
H -14.117 -17.144 -7.598 0.452
H -15.794 -17.215 -8.007 0.202
H -16.027 -15.126 -7.070 0.307
H -16.028 -15.064 -10.585 -0.585
C -13.399 -13.770 -14.593 -0.383
C -13.394 -15.237 -14.897 -0.409
O -14.671 -15.819 -14.340 -0.081
O -13.263 -13.480 -13.194 0.289
H -14.260 -13.232 -15.035 -0.115
H -12.541 -13.372 -15.130 0.564
H -12.516 -15.689 -14.419 0.022
H -13.389 -15.400 -15.971 0.382
H -14.442 -16.768 -14.354 0.044
H -14.086 -13.723 -12.708 -0.243
C -9.903 -13.513 -11.037 -0.527
C -10.095 -13.712 -12.541 0.492
O -8.769 -14.046 -13.103 -0.648
O -9.065 -14.494 -10.568 -0.585
H -10.815 -13.473 -10.419 0.249
H -9.429 -12.512 -10.964 0.315
H -10.458 -12.765 -12.938 0.492
H -10.846 -14.466 -12.852 -0.477
H -8.441 -13.253 -13.525 0.338
H -8.409 -14.513 -11.276 0.400
C -23.102 -14.588 -12.798 -0.356
C -22.068 -14.269 -11.677 -0.545
O -20.816 -14.034 -12.344 -0.004
O -23.180 -13.372 -13.586 -0.527
H -24.114 -14.715 -12.355 0.349
H -22.792 -15.388 -13.448 0.302
H -21.896 -15.102 -10.998 0.315
H -22.413 -13.399 -11.094 0.347
H -21.001 -13.311 -12.961 -0.066
H -23.712 -13.535 -14.376 0.285
O -14.513 -17.421 -17.153 -0.638
H -14.314 -18.004 -16.407 0.269
H -15.455 -17.537 -17.283 0.312
O -13.625 -18.458 -14.288 -0.683
H -12.786 -18.057 -13.908 0.482
H -14.093 -18.868 -13.569 0.183
O -15.888 -14.242 -12.348 0.810
H -15.796 -15.078 -12.861 -0.224
H -16.271 -13.548 -12.945 -0.175
O -17.385 -12.617 -13.735 0.191
H -17.516 -12.510 -14.678 -0.038
H -17.893 -11.925 -13.249 0.015
O -12.325 -10.873 -13.380 -0.647
H -12.659 -11.802 -13.239 0.107
H -11.993 -10.591 -12.522 0.324
C -20.551 -12.360 -15.458 -0.405
O -19.430 -11.992 -16.222 -0.522
H -20.581 -11.807 -14.528 0.221
H -21.490 -12.189 -15.982 0.338
H -20.473 -13.438 -15.380 0.088
H -19.291 -11.041 -16.163 0.263
C -17.553 -14.908 -17.539 -0.380
O -18.974 -14.576 -17.600 -0.567
H -17.029 -14.513 -16.671 0.076
H -17.673 -15.975 -17.380 0.169
H -16.964 -14.698 -18.443 0.380
H -19.137 -13.640 -17.579 0.274
C -15.011 -10.284 -15.335 -0.435
O -16.036 -10.836 -16.203 -0.500
H -15.405 -9.352 -14.953 0.329
H -14.841 -11.008 -14.530 -0.067
H -14.071 -10.030 -15.823 0.309
H -15.648 -11.390 -16.875 0.273
C -19.814 -11.191 -11.127 -0.249
O -18.997 -10.920 -12.321 -0.501
H -19.899 -12.266 -11.086 -0.132
H -19.291 -10.849 -10.244 0.204
H -20.825 -10.849 -11.300 0.381
H -18.567 -10.065 -12.193 0.216
C -11.583 -17.156 -11.646 -0.238
O -11.350 -17.736 -12.931 -0.657
H -12.217 -16.288 -11.808 -0.121
H -12.115 -17.895 -11.053 0.258
H -10.640 -17.006 -11.118 0.438
H -10.619 -17.263 -13.369 0.294
C -15.431 -18.822 -11.065 0.687
O -14.494 -19.382 -10.091 -0.534
H -15.077 -18.518 -12.069 -0.489
H -16.283 -19.471 -11.242 0.575
H -15.790 -17.905 -10.602 -0.465
H -14.157 -20.231 -10.382 0.270
C -17.903 -12.888 -8.086 -0.229
O -17.681 -13.883 -7.077 -0.589
H -17.165 -12.138 -7.821 0.140
H -17.682 -13.178 -9.109 -0.017
H -18.916 -12.460 -8.025 0.374
H -18.316 -14.617 -7.071 0.287
C -15.011 -11.551 -10.950 0.019
O -16.458 -11.422 -10.958 0.150
H -14.529 -11.414 -11.919 -0.187
H -14.684 -10.690 -10.360 0.387
H -14.782 -12.523 -10.509 -0.040
H -16.704 -12.328 -11.164 -0.298